No. 1
Molecular formula: C2H8NO2
Method: DFT, wB97M-V/def2-TZVPD

Geometry (Å):
C: 1.8329 1.7133 1.1613
O: 0.9169 1.9800 0.1521
H: 1.3944 1.2230 2.0394
H: 2.3795 2.5932 1.5309
H: 2.6834 1.0335 0.9449
N: -1.4819 -2.3923 -1.0317
C: -1.4371 -0.8593 -0.4586
O: -0.2620 -0.3134 -0.3940
H: -0.4938 -2.5734 -1.2218
H: -1.8168 -2.2369 -1.9837
H: -2.0536 -0.8875 0.4637
H: -2.2050 -0.3578 -1.1399
H: 0.5432 1.0776 -0.0624

Values from the calculation:
Highest occupied orbital energy (eV): -3.200
Net charge: -1
Strongest force on any atom (eV Å⁻¹): 2.2
E (Eh): -286.21506
LUMO level (eV): 4.23

These are the Löwdin partial charges, in e, on atoms 1 to 5: -0.255, -0.153, 0.065, 0.056, 0.065

=====

No. 2
Molecular formula: C26H36ClIOP3Ru
Method: DFT, wB97M-V/def2-TZVPD

Geometry (Å):
C: -1.6707 -1.8969 -2.0552
C: -0.6810 -1.1400 -0.7926
H: -0.9417 -2.1696 -2.8423
H: -2.4905 -1.2868 -2.6600
H: -2.1707 -2.8705 -1.8550
O: 0.3887 -1.7295 -0.6625
I: -0.7636 0.6202 0.6350
Ru: -4.3045 -0.9933 -2.5115
P: -3.3195 -2.0422 0.4109
C: -1.8328 -2.6895 1.3066
C: -4.1473 -1.2976 1.9654
H: -4.4114 -2.1211 2.6555
H: -4.2125 -4.1464 1.1962
H: -5.0571 -0.7359 1.6744
H: -5.0915 -3.5526 -0.2866
H: -1.5690 -2.0924 2.1870
H: -3.4100 -0.6311 2.4550
C: -4.1225 -3.6868 0.2055
H: -2.0365 -3.7074 1.6603
H: -3.4333 -4.2604 -0.4236
H: -0.9635 -2.7361 0.6397
P: -2.9850 0.7604 -2.1399
C: -1.1689 1.3104 -2.4216
C: -3.4676 1.0320 -3.8977
H: -4.5143 2.2378 -0.8876
H: -3.4985 3.2046 -2.0340
H: -2.7815 2.6165 -0.4761
C: -3.4937 2.3783 -1.2925
H: -4.5228 0.7084 -3.9566
H: -3.3386 2.0906 -4.1464
H: -1.1165 1.7256 -3.4356
H: -0.4666 0.4656 -2.3803
H: -2.8043 0.4192 -4.5107
H: -0.8252 2.0887 -1.7185
Cl: -6.4152 -0.5482 -1.8888
C: 4.8978 -1.1224 -2.2810
C: 3.5316 -1.1092 -2.5889
C: 2.6317 -0.5261 -1.7031
C: 3.0523 -0.0183 -0.4449
C: 4.4394 0.0032 -0.1671
C: 5.3512 -0.5432 -1.0834
P: 1.9681 0.6650 0.8422
C: 2.2605 -0.2870 2.3729
C: 1.6263 0.1144 3.5606
C: 1.6767 -0.6864 4.7024
C: 2.3838 -1.8833 4.6679
C: 2.9026 -2.3628 3.4576
C: 2.7868 -1.5957 2.3131
C: 2.2282 2.4502 0.8012
C: 1.6619 3.2636 1.8070
C: 1.7979 4.6322 1.7694
C: 2.4569 5.2251 0.6750
C: 2.9012 4.4609 -0.3961
C: 2.7528 3.0703 -0.3386
H: 5.6266 -1.5759 -2.9601
H: 3.2023 -1.5558 -3.5259
H: 1.5978 -0.4933 -2.0113
H: 4.7850 0.4558 0.7718
H: 6.4129 -0.5007 -0.8221
H: 1.0499 1.0361 3.5786
H: 1.1560 -0.4006 5.6150
H: 2.4925 -2.4907 5.5605
H: 3.3854 -3.3382 3.4072
H: 3.0618 -1.9903 1.3419
H: 1.1117 2.7877 2.6083
H: 1.4134 5.2840 2.5556
H: 2.6188 6.3003 0.6582
H: 3.3482 4.9332 -1.2754
H: 3.0696 2.4743 -1.1845

Values from the calculation:
Spin multiplicity: 5
Highest occupied orbital energy (alpha / beta) (eV): -15.281 / -16.595
Net charge: +3
Strongest force on any atom (eV Å⁻¹): 5.5
E (Eh): -2963.12518
LUMO level (alpha / beta) (eV): -11.55 / -12.17

These are the Löwdin partial charges, in e, on atoms 1 to 5: -0.097, -0.662, 0.106, -0.054, 0.056

=====

No. 3
Molecular formula: C5H9ClN4OP
Method: DFT, wB97M-V/def2-TZVPD

Geometry (Å):
C: 3.6136 -0.5205 0.5609
C: 2.4173 -1.0319 0.2847
N: 1.3196 -0.1921 -0.0301
C: 1.3347 1.1097 -0.3371
N: 0.1335 1.5838 -0.5806
C: -0.6965 0.5411 -0.4121
N: -2.0243 0.5670 -0.5702
P: -3.0873 1.9291 -1.0726
O: -4.3455 1.5073 -0.1553
Cl: -2.2864 3.4663 -0.0019
N: -0.0044 -0.5690 -0.0770
C: -0.4879 -1.9206 0.1593
H: 4.5063 -1.0653 0.2937
H: 3.7180 0.4335 1.0623
H: 2.1858 -2.0839 0.3497
H: 2.2336 1.6984 -0.3978
H: -2.5166 -0.3041 -0.4309
H: -4.1979 1.6518 0.7905
H: -0.7978 -2.0583 1.1928
H: -1.3092 -2.1146 -0.5268
H: 0.2914 -2.6275 -0.1015

Values from the calculation:
SMILES: C=Cn1cnc(NP(O)Cl)[n+]1C
Highest occupied orbital energy (eV): -12.827
Net charge: +1
Strongest force on any atom (eV Å⁻¹): 1.0
E (Eh): -1291.50766
LUMO level (eV): -3.88

These are the Löwdin partial charges, in e, on atoms 1 to 5: 0.075, -0.093, -0.006, -0.049, 0.154

=====

No. 4
Molecular formula: C4H2IO2
Method: DFT, wB97M-V/def2-TZVPD

Geometry (Å):
C: 1.3659 0.7526 1.2658
C: 0.5184 0.0586 0.7357
C: -0.1207 -0.3067 -1.5237
C: -0.5213 -0.3674 -0.0588
O: -0.3968 -1.3551 -2.0869
O: 0.3989 0.7464 -1.8508
I: -1.4042 -2.0731 0.7722
H: 1.9383 1.1997 1.8895
H: -1.7784 1.3450 0.8569

Values from the calculation:
Highest occupied orbital energy (alpha / beta) (eV): -4.788 / -4.262
Net charge: -1
Strongest force on any atom (eV Å⁻¹): 5.9
E (Eh): -601.63694
LUMO level (alpha / beta) (eV): 2.63 / 2.82

These are the Löwdin partial charges, in e, on atoms 1 to 5: 0.144, -0.337, -0.871, -0.698, -0.078

=====

We obtain energy above the lowest of the compared OMol25 structures with the same formula, charge and spin values of 84.6, 128.9, 0.0, 400.9 kJ/mol for the records listed above, in that order.